1:
{
  "formula": "C14H16O",
  "method": "ωB97M-V with the def2-TZVPD basis set",
  "gap_ev": 8.98,
  "homo_energy_ev": -8.2,
  "smiles": "Cc1ccc(O)cc1.Cc1ccccc1",
  "molar_mass_g_mol": 200.28,
  "symbols": ["C", "C", "C", "C", "C", "O", "C", "C", "H", "H", "H", "H", "H", "H", "H", "H", "C", "C", "C", "C", "C", "C", "C", "H", "H", "H", "H", "H", "H", "H", "H"],
  "positions_angstrom": [[3.11, 3.46, 1.13], [1.70, 2.90, 0.87], [1.27, 1.70, 1.41], [-0.03, 1.24, 1.06], [-0.94, 2.10, 0.29], [-2.28, 1.77, 0.09], [-0.56, 3.38, 0.00], [0.72, 3.74, 0.25], [3.45, 4.22, 0.38], [3.75, 2.49, 1.13], [3.26, 3.86, 2.21], [1.98, 0.94, 1.82], [-0.42, 0.26, 1.24], [-2.65, 0.97, 0.51], [-1.35, 4.03, -0.43], [1.01, 4.70, -0.11], [-0.26, -4.58, 0.36], [-0.66, -3.35, -0.37], [0.30, -2.45, -0.74], [0.01, -1.32, -1.48], [-1.24, -1.09, -1.89], [-2.25, -1.93, -1.51], [-1.95, -3.20, -0.91], [0.67, -5.09, 0.06], [-1.09, -5.32, 0.36], [-0.12, -4.30, 1.40], [1.33, -2.66, -0.49], [0.90, -0.73, -1.91], [-1.47, -0.11, -2.27], [-3.32, -1.80, -1.68], [-2.85, -3.85, -0.77]],
  "nbo_charge": [-0.63, -0.05, -0.21, -0.27, 0.30, -0.71, -0.26, -0.19, 0.22, 0.21, 0.22, 0.22, 0.21, 0.50, 0.23, 0.21, -0.63, -0.04, -0.21, -0.19, -0.25, -0.20, -0.21, 0.22, 0.22, 0.22, 0.21, 0.22, 0.22, 0.21, 0.22]
}

=====

2:
{
  "formula": "C14H16O",
  "method": "ωB97M-V with the def2-TZVPD basis set",
  "gap_ev": 8.91,
  "homo_energy_ev": -8.1,
  "molar_mass_g_mol": 200.28,
  "symbols": ["C", "C", "C", "C", "C", "C", "C", "C", "C", "C", "C", "C", "C", "C", "O", "H", "H", "H", "H", "H", "H", "H", "H", "H", "H", "H", "H", "H", "H", "H", "H"],
  "positions_angstrom": [[4.06, 0.43, 0.10], [3.39, -0.06, 1.19], [3.48, 0.48, -1.15], [1.98, -0.37, 1.03], [2.08, 0.42, -1.27], [1.40, 0.02, -0.14], [-1.43, 1.57, 1.94], [-2.44, 0.46, 2.26], [-2.97, 0.18, -1.48], [-1.81, 1.24, -1.52], [-0.83, -0.61, 0.21], [-1.56, 0.39, 1.02], [-1.83, 0.25, -0.45], [-0.37, -2.67, -0.82], [-0.87, -2.00, 0.30], [5.14, 0.71, 0.05], [3.84, -0.25, 2.21], [4.24, 0.75, -1.85], [1.38, -0.68, 1.78], [1.56, 0.40, -2.19], [-1.72, 2.60, 1.55], [-0.52, 1.48, 2.45], [-2.07, -0.31, 3.01], [-3.44, 0.80, 2.18], [-3.99, 0.56, -1.26], [-3.10, -0.64, -2.14], [-1.17, 0.96, -2.42], [-1.78, 2.27, -1.33], [0.48, -1.95, -1.22], [-1.09, -2.79, -1.72], [-0.04, -3.66, -0.34]],
  "nbo_charge": [-0.24, -0.20, -0.20, -0.29, -0.31, 0.04, -0.40, -0.39, -0.40, -0.39, 0.44, -0.11, -0.16, -0.27, -0.53, 0.21, 0.22, 0.21, 0.21, 0.22, 0.22, 0.22, 0.23, 0.22, 0.21, 0.22, 0.20, 0.22, 0.20, 0.17, 0.21]
}

=====

3:
{
  "formula": "C14H16O",
  "method": "ωB97M-V with the def2-TZVPD basis set",
  "gap_ev": 9.14,
  "homo_energy_ev": -8.4,
  "smiles": "Cc1ccc(O)cc1.Cc1ccccc1",
  "molar_mass_g_mol": 200.28,
  "symbols": ["C", "C", "C", "C", "C", "O", "C", "C", "H", "H", "H", "H", "H", "H", "H", "H", "C", "C", "C", "C", "C", "C", "C", "H", "H", "H", "H", "H", "H", "H", "H"],
  "positions_angstrom": [[0.33, 1.99, -3.10], [-0.45, 2.15, -1.84], [-1.40, 3.16, -1.69], [-1.94, 3.53, -0.47], [-1.45, 2.87, 0.64], [-2.11, 3.15, 1.83], [-0.64, 1.74, 0.56], [-0.08, 1.49, -0.68], [0.86, 2.90, -3.34], [-0.27, 1.88, -4.01], [1.03, 1.16, -3.06], [-1.66, 3.73, -2.58], [-2.71, 4.29, -0.45], [-1.58, 2.81, 2.56], [-0.47, 1.25, 1.51], [0.82, 0.88, -0.75], [0.43, -4.41, -1.06], [0.88, -3.55, 0.10], [2.15, -2.99, 0.12], [2.53, -2.08, 1.12], [1.58, -1.59, 1.98], [0.29, -2.11, 1.95], [-0.03, -3.15, 1.10], [0.54, -5.44, -0.70], [1.15, -4.36, -1.87], [-0.56, -4.22, -1.34], [2.92, -3.19, -0.60], [3.60, -1.93, 1.25], [1.75, -0.98, 2.86], [-0.51, -1.83, 2.62], [-0.99, -3.64, 1.11]],
  "nbo_charge": [-0.62, -0.06, -0.17, -0.27, 0.29, -0.68, -0.28, -0.18, 0.22, 0.22, 0.22, 0.20, 0.23, 0.47, 0.21, 0.21, -0.63, 0.01, -0.23, -0.20, -0.24, -0.20, -0.22, 0.22, 0.22, 0.22, 0.21, 0.21, 0.21, 0.21, 0.21]
}

=====

4:
{
  "formula": "C14H16O",
  "method": "ωB97M-V with the def2-TZVPD basis set",
  "gap_ev": 9.09,
  "homo_energy_ev": -8.3,
  "smiles": "Cc1ccc(O)cc1.Cc1ccccc1",
  "molar_mass_g_mol": 200.28,
  "symbols": ["C", "C", "C", "C", "C", "O", "C", "C", "H", "H", "H", "H", "H", "H", "H", "H", "C", "C", "C", "C", "C", "C", "C", "H", "H", "H", "H", "H", "H", "H", "H"],
  "positions_angstrom": [[-0.40, -2.77, -2.58], [0.29, -1.55, -2.07], [0.05, -0.30, -2.59], [0.73, 0.83, -2.13], [1.66, 0.65, -1.13], [2.41, 1.75, -0.75], [1.92, -0.60, -0.57], [1.15, -1.67, -0.97], [-0.63, -3.51, -1.82], [0.21, -3.35, -3.28], [-1.29, -2.64, -3.19], [-0.57, -0.13, -3.47], [0.68, 1.79, -2.62], [2.84, 1.53, 0.09], [2.79, -0.70, 0.08], [1.13, -2.67, -0.56], [0.38, 1.66, 3.47], [-0.41, 1.15, 2.29], [-0.29, -0.14, 1.84], [-1.17, -0.66, 0.89], [-2.25, 0.11, 0.50], [-2.27, 1.46, 0.83], [-1.36, 2.01, 1.70], [0.06, 2.54, 4.02], [1.41, 1.87, 3.15], [0.54, 0.83, 4.15], [0.54, -0.75, 2.19], [-0.92, -1.63, 0.50], [-3.02, -0.29, -0.12], [-3.04, 2.08, 0.38], [-1.19, 3.08, 1.78]],
  "nbo_charge": [-0.65, 0.02, -0.21, -0.26, 0.30, -0.67, -0.29, -0.20, 0.21, 0.22, 0.22, 0.21, 0.23, 0.47, 0.21, 0.21, -0.64, -0.02, -0.22, -0.19, -0.23, -0.20, -0.21, 0.23, 0.21, 0.22, 0.21, 0.21, 0.21, 0.21, 0.21]
}

=====

Which structure above is the least stable? It is 2.